*w*
Entry from the Open Molecules 2025 dataset: an isolated ion of composition C7H12NO and charge +1 (ωB97M-V/def2-TZVPD).

Geometry (Å):
C (1.980, -1.125, -0.540)
C (0.617, -1.542, -0.557)
C (1.911, 0.099, 0.109)
C (2.893, 1.080, 0.388)
C (-1.817, 0.541, -1.114)
C (-2.225, 0.155, 1.330)
C (-1.708, -0.403, 0.005)
N (-0.159, -0.687, 0.134)
O (0.683, 0.387, 0.473)
H (2.775, -1.738, -0.896)
H (0.102, -2.392, -1.057)
H (2.383, 2.096, 0.797)
H (3.606, 0.586, 1.142)
H (3.492, 1.418, -0.432)
H (-1.258, 1.470, -1.309)
H (-2.945, 0.707, -1.125)
H (-1.477, 0.126, -2.096)
H (-1.543, 1.039, 1.422)
H (-2.001, -0.529, 2.187)
H (-3.306, 0.109, 1.419)
H (-2.003, -1.397, -0.281)

- SMILES string: Cc1cc[n+](C(C)C)o1
- Orbital gap: 10.51 eV
- Total charge: +1



*x*
Entry from the Open Molecules 2025 dataset: an isolated ion of composition C7H12NO and charge +1 (ωB97M-V/def2-TZVPD).

Geometry (Å):
C (0.208, 0.858, 0.802)
C (0.532, -1.263, -0.202)
C (-1.361, 0.859, 0.811)
C (0.698, 0.239, -0.407)
C (-2.039, 1.295, -0.481)
C (-1.868, -0.681, 0.384)
C (2.137, 0.591, -0.459)
N (-0.839, -1.700, 0.128)
O (-2.321, 0.041, -0.868)
H (0.625, 1.827, 1.072)
H (0.444, 0.215, 1.650)
H (0.994, -1.876, -1.013)
H (1.209, -1.551, 0.626)
H (-1.754, 1.314, 1.642)
H (0.363, 0.545, -1.429)
H (-2.385, 2.200, -0.918)
H (2.169, 1.610, -0.837)
H (2.557, -0.061, -1.205)
H (2.691, 0.327, 0.457)
H (-1.301, -2.305, -0.620)
H (-0.759, -2.483, 0.869)

- Orbital gap: 7.73 eV
- Total charge: +1



Energetically preferred structure: *w* | next structure: +61.3 kcal/mol



*w*
Entry from the Open Molecules 2025 dataset: a 4-piece molecular cluster, C8H24O4 overall (ωB97M-V/def2-TZVPD).

Geometry (Å):
C (-18.622, -20.919, -19.356)
C (-19.456, -21.357, -20.646)
O (-18.703, -21.016, -21.790)
H (-19.267, -20.778, -18.488)
H (-18.067, -19.993, -19.507)
H (-17.955, -21.719, -19.034)
H (-20.445, -20.905, -20.733)
H (-19.633, -22.411, -20.858)
H (-18.790, -20.108, -22.087)
C (-14.698, -20.280, -18.586)
C (-16.175, -20.897, -18.437)
O (-16.976, -19.999, -17.856)
H (-14.233, -19.747, -17.756)
H (-14.727, -19.427, -19.264)
H (-14.025, -21.009, -19.038)
H (-16.162, -21.799, -17.825)
H (-16.485, -21.150, -19.451)
H (-16.900, -19.228, -18.422)
C (-17.291, -18.085, -23.475)
C (-17.802, -19.005, -22.392)
O (-19.033, -18.425, -21.846)
H (-17.231, -17.052, -23.132)
H (-17.962, -18.009, -24.330)
H (-16.309, -18.455, -23.767)
H (-17.216, -18.980, -21.473)
H (-18.013, -20.045, -22.640)
H (-19.679, -18.641, -22.523)
C (-17.843, -23.727, -22.460)
C (-16.539, -23.840, -21.656)
O (-15.556, -23.382, -22.511)
H (-18.705, -23.805, -21.798)
H (-17.866, -24.332, -23.366)
H (-17.997, -22.756, -22.932)
H (-16.258, -24.825, -21.282)
H (-16.644, -23.253, -20.744)
H (-15.635, -23.797, -23.373)

- SMILES string: CCO.CCO.CCO.CCO
- Orbital gap: 10.45 eV



*x*
Entry from the Open Molecules 2025 dataset: a 4-piece molecular cluster, C8H24O4 overall (ωB97M-V/def2-TZVPD).

Geometry (Å):
C (-4.461, 22.708, -17.502)
C (-3.874, 21.576, -18.388)
O (-2.392, 21.584, -18.468)
H (-3.958, 22.782, -16.538)
H (-5.542, 22.627, -17.381)
H (-4.317, 23.684, -17.964)
H (-4.344, 21.566, -19.372)
H (-4.140, 20.593, -17.999)
H (-2.071, 20.799, -18.918)
C (-2.605, 18.073, -20.270)
C (-2.085, 19.441, -20.784)
O (-1.180, 19.846, -19.818)
H (-2.992, 18.275, -19.271)
H (-1.862, 17.275, -20.265)
H (-3.458, 17.685, -20.828)
H (-2.909, 20.152, -20.841)
H (-1.678, 19.320, -21.788)
H (-0.341, 19.413, -19.992)
C (4.291, 17.273, -20.983)
C (2.980, 16.987, -21.722)
O (1.943, 17.206, -20.758)
H (4.313, 18.351, -20.822)
H (5.139, 16.933, -21.577)
H (4.256, 16.943, -19.945)
H (2.992, 15.932, -21.995)
H (2.877, 17.576, -22.633)
H (2.031, 18.058, -20.323)
C (0.470, 19.165, -17.216)
C (1.164, 20.103, -18.067)
O (1.629, 19.482, -19.279)
H (1.194, 18.452, -16.820)
H (-0.331, 18.630, -17.726)
H (0.126, 19.678, -16.318)
H (1.970, 20.633, -17.559)
H (0.492, 20.925, -18.314)
H (2.043, 20.203, -19.758)

- SMILES string: CCO.CCO.CCO.CCO
- Orbital gap: 10.14 eV



Energetically preferred structure: *x* | next structure: +103.9 kcal/mol



*w*
Entry from the Open Molecules 2025 dataset: a 2-piece molecular cluster, C3H10N2O2 overall (ωB97M-V/def2-TZVPD).

Geometry (Å):
C (0.572, 1.605, 0.370)
C (-0.283, 1.018, -0.704)
C (-0.265, -0.407, -1.023)
N (0.221, -0.746, -2.343)
O (0.562, -1.147, -0.127)
N (0.084, 1.241, 1.714)
H (0.690, 2.673, 0.255)
H (1.565, 1.160, 0.244)
H (-1.190, 1.578, -0.948)
H (-1.270, -0.838, -0.846)
H (0.793, -1.579, -2.287)
H (0.638, -0.011, -2.891)
H (-0.780, 1.760, 1.849)
H (-0.103, 0.256, 1.789)
H (0.077, -1.714, 0.523)
H (-0.738, -2.888, 2.355)
O (-0.574, -1.960, 2.070)

- Orbital gap (alpha / beta): 6.55 / 6.54 eV
- Expectation value of S²: 0.753
- Multiplicity: 2
- Total charge: +1



*x*
Entry from the Open Molecules 2025 dataset: a 2-piece molecular cluster, C3H10N2O2 overall (ωB97M-V/def2-TZVPD).

Geometry (Å):
O (1.448, 1.895, -0.021)
C (1.534, 0.733, -0.252)
N (0.312, 0.037, -0.680)
C (-0.886, 0.710, -1.013)
N (-1.674, -0.016, -1.930)
C (2.736, -0.126, -0.156)
H (0.519, -0.732, -1.342)
H (-0.615, 1.751, -1.300)
H (-1.427, 0.907, -0.078)
H (-2.635, 0.297, -1.877)
H (-1.358, 0.111, -2.886)
H (3.096, -0.423, -1.148)
H (2.587, -1.010, 0.459)
H (3.516, 0.445, 0.348)
H (-2.009, -1.608, 3.261)
H (-2.562, -1.769, 4.697)
O (-2.581, -1.202, 3.920)

- Orbital gap (alpha / beta): 10.61 / 5.05 eV
- Expectation value of S²: 0.757
- Multiplicity: 2
- Total charge: +1



Energetically preferred structure: *x* | next structure: +79.6 kcal/mol



*w*
Entry from the Open Molecules 2025 dataset: a 2-piece molecular cluster, C3H10N2O2 overall (ωB97M-V/def2-TZVPD).

Geometry (Å):
C (2.288, -0.646, 0.609)
C (0.896, -0.649, -0.086)
C (-0.109, 0.437, 0.348)
N (-0.516, 0.456, 1.663)
O (-0.242, 1.397, -0.373)
N (2.994, 0.584, 0.270)
H (2.903, -1.351, 0.050)
H (2.130, -0.653, 1.747)
H (0.461, -1.586, 0.264)
H (1.037, -0.558, -1.156)
H (-0.008, -0.151, 2.309)
H (-1.221, 1.079, 2.020)
H (4.025, 0.558, 0.209)
H (2.669, 1.475, 0.681)
H (-6.064, 0.178, -2.176)
H (-5.213, -0.188, -3.421)
O (-6.032, -0.382, -2.957)

- Orbital gap (alpha / beta): 9.29 / 4.09 eV
- Expectation value of S²: 0.755
- Multiplicity: 2
- Total charge: +1



*x*
Entry from the Open Molecules 2025 dataset: a 2-piece molecular cluster, C3H10N2O2 overall (ωB97M-V/def2-TZVPD).

Geometry (Å):
N (-0.914, 0.759, -2.314)
C (-1.240, 0.213, -1.021)
C (-0.101, -0.188, -0.114)
N (1.077, 0.488, -0.334)
C (2.242, -0.032, 0.407)
O (-0.218, -1.186, 0.548)
H (-0.568, 0.172, -3.072)
H (-1.624, 1.423, -2.640)
H (-1.940, 0.848, -0.478)
H (-1.899, -0.654, -1.229)
H (1.061, 1.498, -0.416)
H (2.014, -0.339, 1.421)
H (2.656, -0.864, -0.154)
H (3.014, 0.734, 0.450)
H (-0.978, -0.597, 3.621)
H (-0.988, -1.319, 2.343)
O (-1.594, -0.956, 2.982)

- Orbital gap (alpha / beta): 10.11 / 4.67 eV
- Expectation value of S²: 0.757
- Multiplicity: 2
- Total charge: +1



Energetically preferred structure: *x* | next structure: +2.4 kcal/mol